[1]
126
Properties=species:S:1:pos:R:3 method="wB97M-V/def2-TZVPD" total_charge=-1
Rb -0.622 0.173 0.522
C 1.498 3.945 3.711
O 0.185 4.359 3.393
C -0.482 3.260 2.801
N 0.405 2.153 2.667
C 1.751 2.743 2.789
C 2.863 1.811 3.208
C 3.742 2.138 4.235
C 4.812 1.309 4.543
C 5.008 0.129 3.842
C 4.121 -0.216 2.833
C 3.063 0.621 2.513
C -1.783 3.367 2.433
C -2.522 4.549 2.856
C -3.812 4.707 2.487
C -4.423 3.745 1.643
C -3.652 2.662 1.246
N -2.402 2.406 1.629
C -4.224 1.826 0.172
N -3.596 1.050 -0.618
C -4.503 0.702 -1.715
C -5.847 1.363 -1.304
O -5.545 2.068 -0.113
C -4.743 -0.753 -2.025
C -4.687 -1.206 -3.340
C -5.080 -2.497 -3.660
C -5.529 -3.354 -2.665
C -5.574 -2.914 -1.350
C -5.190 -1.620 -1.036
H 1.543 3.641 4.760
H 2.184 4.777 3.537
H 1.997 3.131 1.791
H 3.599 3.042 4.812
H 5.493 1.589 5.338
H 5.836 -0.522 4.096
H 4.239 -1.148 2.294
H 2.370 0.333 1.735
H -2.012 5.272 3.477
H -4.378 5.574 2.810
H -5.434 3.867 1.287
H -4.100 1.179 -2.616
H -6.615 0.617 -1.093
H -6.225 2.062 -2.053
H -4.350 -0.533 -4.122
H -5.040 -2.835 -4.689
H -5.841 -4.360 -2.918
H -5.900 -3.583 -0.562
H -5.243 -1.267 -0.014
C -0.379 3.352 -1.034
C -0.293 2.555 -2.302
C 0.072 3.145 -3.511
C 0.135 2.341 -4.638
C -0.154 0.993 -4.529
C -0.482 0.468 -3.276
N -0.548 1.256 -2.201
C -0.781 -0.968 -3.069
C -0.723 -1.883 -4.124
C -1.143 -3.177 -3.902
C -1.590 -3.538 -2.646
C -1.531 -2.596 -1.616
N -1.144 -1.345 -1.841
C -1.948 -2.965 -0.236
C -1.985 -4.291 0.180
C -2.487 -4.578 1.440
C -2.903 -3.544 2.253
C -2.766 -2.236 1.788
C -3.113 -1.062 2.656
N -2.324 -1.973 0.568
H 0.057 4.342 -1.162
H 0.128 2.819 -0.228
H -1.422 3.451 -0.725
H 0.297 4.201 -3.568
H 0.412 2.765 -5.596
H -0.110 0.366 -5.407
H -0.365 -1.594 -5.101
H -1.149 -3.899 -4.710
H -1.982 -4.529 -2.474
H -1.616 -5.093 -0.445
H -2.529 -5.602 1.789
H -3.292 -3.736 3.244
H -4.125 -1.162 3.053
H -3.030 -0.137 2.085
H -2.408 -1.024 3.490
C 2.057 -2.394 4.877
Si 1.294 -2.977 3.225
C 0.207 -4.471 3.745
C 2.723 -3.826 2.274
O 0.563 -1.864 2.403
H 2.500 -3.215 5.450
H 1.284 -1.934 5.499
H 2.832 -1.637 4.721
H 0.735 -5.182 4.388
H -0.133 -5.016 2.858
H -0.683 -4.136 4.287
H 3.191 -4.644 2.833
H 3.508 -3.108 2.014
H 2.329 -4.243 1.340
Cl 0.340 1.215 5.270
C 0.100 1.006 3.445
H -0.960 0.786 3.364
H 0.690 0.128 3.181
N 2.008 0.579 -0.594
S 3.428 0.122 -0.999
C 3.355 -0.766 -2.582
C 3.095 -0.113 -3.778
C 2.959 -0.852 -4.942
C 3.071 -2.237 -4.909
C 3.316 -2.885 -3.707
C 3.457 -2.150 -2.540
C 4.385 1.557 -1.613
C 3.798 2.806 -1.552
C 4.517 3.919 -1.966
C 5.821 3.771 -2.419
C 6.409 2.512 -2.457
C 5.692 1.399 -2.049
H 1.424 0.922 -1.351
H 2.999 0.966 -3.802
H 2.766 -0.345 -5.879
H 2.963 -2.810 -5.821
H 3.395 -3.964 -3.679
H 3.636 -2.643 -1.591
H 2.785 2.892 -1.171
H 4.064 4.901 -1.927
H 6.385 4.639 -2.735
H 7.430 2.401 -2.802
H 6.137 0.411 -2.076



[2]
174
Properties=species:S:1:pos:R:3 method="wB97M-V/def2-TZVPD" de_lowest_kj_mol=326.2 smiles=CC1(C)CCCC(C)(C)N1O.CC1(C)CCCC(C)(C)N1O.CC1(C)CCCC(C)(C)N1O.CC1(C)CCCC(C)(C)N1O.CC1(C)CCCC(C)(C)N1O.COCCNCCOC
C 31.855 -1.828 11.409
C 31.801 -0.800 12.526
C 31.981 -1.544 13.903
C 32.953 0.197 12.382
C 32.819 1.188 11.271
C 31.390 1.850 11.311
C 30.186 0.922 11.578
C 29.050 1.712 12.286
C 29.739 0.499 10.130
N 30.561 -0.090 12.608
O 29.422 -0.900 12.883
H 32.384 -1.432 10.537
H 32.474 -2.717 11.569
H 30.912 -2.302 11.133
H 31.146 -2.214 14.118
H 32.767 -2.293 13.795
H 32.084 -0.867 14.749
H 33.103 0.777 13.297
H 33.953 -0.220 12.226
H 33.492 2.034 11.414
H 33.025 0.762 10.287
H 31.336 2.564 10.492
H 31.373 2.403 12.258
H 29.391 2.050 13.265
H 28.133 1.140 12.410
H 28.865 2.579 11.649
H 29.515 1.400 9.560
H 28.837 -0.115 10.077
H 30.489 -0.084 9.597
H 29.156 -0.467 13.700
C 40.573 -3.554 12.982
C 40.771 -4.102 11.541
C 42.265 -4.274 11.262
C 40.311 -5.555 11.554
C 38.811 -5.719 11.284
C 38.376 -5.017 10.007
C 38.727 -3.489 10.087
C 38.490 -2.887 8.674
C 37.731 -2.754 11.024
N 40.138 -3.300 10.487
O 40.515 -1.952 10.529
H 39.661 -3.956 13.426
H 41.373 -3.981 13.590
H 40.595 -2.468 13.045
H 42.670 -4.932 12.030
H 42.591 -4.631 10.286
H 42.642 -3.257 11.413
H 40.892 -6.145 10.846
H 40.482 -5.917 12.569
H 38.567 -6.782 11.190
H 38.122 -5.419 12.076
H 37.290 -4.941 10.090
H 38.770 -5.398 9.067
H 39.239 -3.208 7.953
H 38.472 -1.795 8.700
H 37.449 -3.129 8.453
H 38.003 -1.708 10.885
H 37.648 -2.958 12.092
H 36.750 -3.015 10.621
H 41.099 -1.999 9.764
C 29.791 4.665 3.280
C 30.290 5.789 2.344
C 31.566 5.287 1.642
C 29.110 6.059 1.343
C 27.971 6.970 1.800
C 28.616 8.229 2.413
C 29.605 7.956 3.599
C 30.296 9.364 3.898
C 28.812 7.464 4.858
N 30.593 7.025 3.106
O 31.596 6.713 4.073
H 29.099 3.963 2.795
H 30.520 3.969 3.693
H 29.000 4.931 3.988
H 31.898 6.023 0.902
H 32.291 5.095 2.428
H 31.411 4.474 0.930
H 29.614 6.401 0.436
H 28.645 5.099 1.116
H 27.301 7.375 1.042
H 27.383 6.400 2.521
H 27.814 8.886 2.769
H 28.985 8.888 1.624
H 31.061 9.265 4.671
H 29.566 10.023 4.368
H 30.778 9.802 3.026
H 28.519 8.408 5.322
H 29.196 6.707 5.535
H 27.830 7.126 4.516
H 32.328 7.269 3.786
C 28.045 -2.987 6.728
C 29.613 -2.865 6.781
C 29.874 -2.073 8.046
C 30.180 -4.256 7.139
C 30.312 -5.180 5.921
C 31.051 -4.443 4.793
C 30.446 -3.115 4.405
C 31.535 -2.455 3.541
C 29.092 -3.175 3.686
N 30.216 -2.244 5.599
O 29.716 -0.973 5.336
H 27.683 -2.125 6.170
H 27.616 -3.137 7.719
H 27.682 -3.896 6.240
H 30.962 -2.031 8.127
H 29.335 -2.428 8.922
H 29.465 -1.069 7.904
H 31.211 -4.008 7.417
H 29.754 -4.693 8.040
H 29.342 -5.591 5.639
H 30.997 -5.995 6.172
H 31.033 -5.165 3.970
H 32.114 -4.371 5.014
H 31.654 -2.910 2.559
H 31.205 -1.412 3.517
H 32.519 -2.392 4.006
H 28.655 -2.255 3.298
H 29.337 -3.603 2.703
H 28.343 -3.821 4.136
H 30.464 -0.399 5.541
C 37.439 1.400 9.306
C 38.425 1.898 8.237
C 38.608 3.439 8.290
C 39.748 1.181 8.659
C 40.847 1.182 7.615
C 40.290 0.765 6.264
C 39.071 1.564 5.860
C 39.591 2.895 5.267
C 38.521 0.816 4.599
N 38.039 1.450 6.902
O 36.848 2.060 6.530
H 37.352 0.326 9.487
H 37.647 1.875 10.264
H 36.411 1.629 9.007
H 37.949 3.965 7.600
H 38.272 3.769 9.274
H 39.649 3.681 8.082
H 40.188 1.608 9.565
H 39.576 0.163 9.014
H 41.341 2.158 7.615
H 41.631 0.564 8.062
H 40.116 -0.311 6.341
H 41.133 0.959 5.598
H 40.302 3.453 5.877
H 38.740 3.531 5.015
H 40.111 2.677 4.335
H 39.269 0.800 3.808
H 37.609 1.303 4.252
H 38.260 -0.220 4.815
H 36.295 1.276 6.663
C 31.530 1.470 6.714
O 31.942 1.104 5.383
C 33.088 1.787 4.799
C 34.177 0.768 4.501
N 34.558 -0.139 5.616
C 35.310 -1.322 5.170
C 35.260 -2.393 6.248
O 33.956 -2.910 6.490
C 34.009 -4.104 7.220
H 30.770 0.788 7.092
H 31.067 2.454 6.619
H 32.359 1.466 7.423
H 33.561 2.462 5.518
H 32.655 2.350 3.976
H 35.069 1.144 4.004
H 33.703 0.007 3.866
H 33.789 -0.707 5.965
H 36.369 -1.180 4.946
H 34.958 -1.862 4.278
H 35.645 -2.019 7.202
H 35.917 -3.172 5.850
H 34.918 -4.671 7.003
H 33.154 -4.760 7.055
H 33.959 -3.868 8.289



So what do the calculations give for frontier orbital gap? Going down the list: 3.844 8.379 eV.